# 1
# C6H16NO

A 2-piece molecular cluster, C6H16NO overall (ωB97M-V with the def2-TZVPD basis set, the OMol25 dataset).

The LUMO energy is -0.1194 hartree. As for the charge: +1. Its spin multiplicity is 1. As for the molar mass: 118.20 g/mol. The value obtained for the HOMO-LUMO gap is 9.64 eV. The calculation puts the energy above the lowest of the compared OMol25 structures with the same formula, charge and spin at 229.6 kJ/mol.

```
24
Properties=species:S:1:pos:R:3:forces:R:3:lowdin_charge:R:1
C 1.208233 1.196034 -0.891529 0.23 -2.81 0.62 -0.055
C -0.057502 1.444312 -0.042610 1.50 0.50 0.26 -0.314
C -0.091052 0.678380 1.313034 1.43 1.82 -0.23 -0.129
C 0.249960 -0.784742 1.303872 -1.01 -0.86 0.48 -0.354
C 1.174200 -1.518343 0.668310 -0.95 -0.70 -0.90 0.059
C -0.684562 -1.459038 2.272131 0.76 -3.12 0.72 -0.084
N -1.329451 1.048990 -0.741565 1.06 -1.81 -1.45 0.192
H 1.179376 1.408254 -1.931397 -0.22 1.76 -0.71 0.062
H 1.301445 0.099812 -1.083824 0.13 0.66 0.93 0.037
H 2.140591 1.512307 -0.361933 -0.98 0.03 -0.55 0.127
H 0.026931 2.551650 0.062407 -1.20 -0.72 0.44 0.160
H -1.082871 0.929128 1.820184 1.50 -0.56 -0.33 0.145
H 0.771065 1.089166 1.871711 -0.78 0.49 0.26 0.145
H 1.973308 -1.283617 0.004058 0.36 1.11 -0.10 0.046
H 0.993912 -2.581748 0.498165 0.07 -0.10 1.32 0.081
H -1.696079 -1.410992 1.955857 -1.19 0.63 0.00 0.062
H -0.533730 -2.574393 2.349952 0.26 0.88 -0.59 0.101
H -0.568952 -1.250621 3.353252 -0.08 0.93 -0.68 0.105
H -1.283220 -0.015325 -0.915708 -0.04 1.74 0.35 0.185
H -1.322667 1.423362 -1.711878 -0.57 0.00 0.75 0.165
H -2.147831 1.243981 -0.164992 -0.07 0.31 -0.40 0.167
H 0.595707 -0.777797 -2.857239 -1.20 1.33 0.08 0.087
H -0.602118 -0.772957 -3.768112 0.51 1.86 1.82 0.124
O -0.214683 -0.195801 -3.002157 0.46 -3.39 -2.08 -0.115
```
Positions in Å, forces in eV/Å.


# 2
# C36H44Cl5IN2O5Si4Sn

C36H44Cl5IN2O5Si4Sn as an isolated structure (ωB97M-V with the def2-TZVPD basis set, the OMol25 dataset).

The LUMO energy is 0.1355 hartree. As for the charge: -2. Its spin multiplicity is 1. As for the molar mass: 1119.98 g/mol. The value obtained for the HOMO-LUMO gap is 5.80 eV. The calculation puts the energy above the lowest of the compared OMol25 structures with the same formula, charge and spin at 46.2 kJ/mol.

```
98
Properties=species:S:1:pos:R:3:forces:R:3:lowdin_charge:R:1
Sn 0.293490 -0.078314 0.010443 0.08 -0.10 0.24 1.164
C -4.750176 0.036657 1.084289 0.00 0.01 0.00 -0.052
C -4.546240 0.996761 -0.046676 -0.02 0.02 0.02 -0.264
N -5.592398 1.575273 -0.568557 -0.02 -0.03 0.02 0.094
C -5.413753 2.491877 -1.551341 0.00 0.02 -0.03 -0.138
C -4.183765 2.908144 -1.974697 0.02 0.00 -0.01 -0.189
C -4.118837 4.011754 -2.993768 -0.02 -0.01 0.00 -0.227
O -3.832116 5.295397 -2.420638 0.05 0.02 0.01 -0.073
C -3.013677 2.314402 -1.417210 -0.01 0.00 -0.04 -0.097
C -1.728960 2.861802 -1.772733 0.05 0.03 0.01 -0.092
N -0.558692 2.520695 -1.357013 -0.12 0.08 0.05 0.065
C 0.479063 3.347829 -1.824093 0.05 -0.04 -0.06 -0.368
C 0.686408 3.545579 -3.190376 -0.02 0.00 0.04 -0.048
C 1.710057 4.354170 -3.656022 0.00 0.01 -0.02 -0.094
C 2.551355 4.996032 -2.760621 0.03 0.00 0.00 -0.121
C 2.362806 4.813006 -1.397254 0.00 -0.02 0.00 -0.175
C 1.343776 3.994811 -0.938478 -0.01 0.00 0.02 -0.659
I 1.093179 3.755479 1.116361 -0.02 -0.02 -0.01 0.891
C -3.172528 1.248064 -0.485816 -0.03 0.01 0.00 -0.343
O -2.240876 0.546202 -0.013587 0.06 -0.01 -0.04 -0.233
H -5.790460 0.076562 1.402918 0.00 0.00 0.00 0.070
H -4.502668 -0.984271 0.791442 0.00 -0.02 -0.01 0.042
H -4.088699 0.282594 1.917187 0.01 -0.01 0.00 0.073
H -6.315540 2.919597 -1.976621 0.00 0.01 -0.01 0.094
H -3.381653 3.790132 -3.772802 -0.01 0.01 0.00 0.109
H -5.091139 4.106173 -3.479405 0.00 -0.01 0.00 0.108
H -3.358378 5.142520 -1.596471 -0.03 0.00 0.00 0.077
H -1.780339 3.729042 -2.442337 -0.01 -0.01 0.00 0.113
H 0.045725 3.016738 -3.883645 0.00 0.01 -0.01 0.106
H 1.855026 4.469477 -4.723214 0.00 0.00 0.00 0.099
H 3.360382 5.623569 -3.113298 0.00 0.00 0.00 0.093
H 3.015855 5.299400 -0.684980 0.00 0.00 0.00 0.082
Cl -1.584276 -6.595235 4.667731 0.00 0.00 0.00 0.592
C -0.857694 -5.265132 3.824027 0.00 0.00 0.01 -0.740
C -1.645487 -4.292027 3.207518 -0.01 0.00 -0.01 -0.715
Cl -3.372495 -4.422577 3.286969 0.00 0.00 0.00 0.637
C -1.071522 -3.235775 2.529166 -0.02 -0.02 -0.02 -0.618
Cl -2.030009 -2.034280 1.749530 -0.01 0.01 0.02 0.752
C 0.347059 -3.075120 2.389566 0.02 0.00 0.09 -0.542
O 0.872618 -2.136646 1.748321 -0.03 0.00 -0.10 -0.218
C 1.113740 -4.083427 3.067098 0.01 0.02 0.02 -0.609
Cl 2.832974 -3.905271 3.014196 0.00 0.00 0.00 0.678
C 0.529321 -5.135189 3.747096 -0.01 0.00 0.00 -0.713
Cl 1.529763 -6.320464 4.527574 0.00 0.00 0.00 0.616
O 2.811266 -0.844466 -0.319031 -0.02 -0.11 0.11 -0.070
C 2.950986 0.221993 -0.934763 -0.03 0.09 -0.14 -0.685
O 1.987218 1.004991 -1.197594 0.06 0.10 -0.12 -0.244
C 4.316762 0.625789 -1.434878 0.01 -0.01 0.05 -0.127
C 5.426957 -0.142059 -1.103642 -0.01 0.01 0.01 -0.025
C 6.683138 0.212804 -1.571701 0.01 0.00 0.00 -0.093
C 6.833269 1.334864 -2.377994 0.00 0.00 0.00 -0.113
C 5.724061 2.100552 -2.712709 0.00 -0.01 -0.01 -0.087
C 4.467978 1.746330 -2.241247 0.00 0.03 0.00 -0.013
H 5.275322 -1.013417 -0.479544 0.00 -0.01 0.00 0.119
H 7.547284 -0.386587 -1.311155 0.00 0.00 0.00 0.093
H 7.814741 1.610053 -2.746880 0.00 0.00 0.00 0.088
H 5.835543 2.974294 -3.344102 0.00 0.00 0.00 0.093
H 3.590996 2.328393 -2.491126 -0.02 0.02 0.01 0.095
C 2.149046 -4.097654 -0.626740 0.00 0.00 -0.02 -0.216
Si 0.563328 -4.002895 -1.621694 0.03 -0.03 0.01 0.334
C 0.827944 -5.066862 -3.174331 0.00 0.01 0.00 -0.224
C -0.817758 -4.877570 -0.682327 0.00 0.02 0.03 -0.200
Si 0.003723 -1.784732 -2.132158 -0.01 -0.03 -0.04 0.350
Si -2.143845 -1.905783 -3.053251 -0.01 0.01 -0.02 0.327
C -3.449642 -2.120406 -1.720246 -0.01 0.00 -0.01 -0.216
C -2.510395 -0.316275 -4.009592 0.00 -0.02 0.02 -0.209
C -2.429354 -3.342523 -4.258733 0.01 0.00 0.01 -0.223
Si 1.389013 -1.363887 -3.981685 -0.01 0.03 0.00 0.343
C 3.157593 -1.968195 -3.708742 0.00 0.00 0.01 -0.202
C 1.461955 0.464456 -4.430386 0.00 -0.01 0.01 -0.215
C 0.814042 -2.213014 -5.579522 0.01 -0.01 0.02 -0.227
H 2.319264 -5.117278 -0.265455 0.01 0.00 0.01 0.030
H 2.111453 -3.417170 0.225050 -0.01 -0.01 -0.01 -0.015
H 3.004179 -3.796839 -1.237060 0.01 -0.01 -0.02 0.019
H 1.020521 -6.101797 -2.871963 0.00 -0.01 0.01 0.022
H 1.683904 -4.727577 -3.760527 0.00 0.01 -0.01 0.000
H -0.048699 -5.061627 -3.824892 -0.02 0.00 -0.01 0.004
H -0.515734 -5.901570 -0.440044 0.00 -0.01 0.01 0.031
H -1.735587 -4.925325 -1.273990 0.00 0.00 -0.02 0.011
H -1.051365 -4.366356 0.252080 -0.02 0.00 0.00 0.000
H -3.238192 -1.447424 -0.891604 0.00 0.03 0.02 -0.029
H -3.441624 -3.140945 -1.329135 0.00 0.00 0.01 0.022
H -4.451918 -1.902020 -2.102246 0.00 -0.01 -0.01 0.035
H -2.361974 0.554856 -3.367700 0.00 0.00 0.00 0.007
H -3.544123 -0.298441 -4.368597 -0.01 0.00 0.00 0.026
H -1.844900 -0.219122 -4.871617 0.01 0.00 -0.02 0.007
H -2.342820 -4.297615 -3.735075 0.01 -0.01 0.00 0.009
H -1.723328 -3.348424 -5.089322 0.01 0.00 -0.02 -0.001
H -3.442877 -3.279151 -4.668915 -0.01 0.01 0.00 0.021
H 3.552429 -1.655040 -2.742203 0.00 -0.01 -0.01 0.005
H 3.812636 -1.578907 -4.495019 0.01 0.00 0.00 0.028
H 3.202909 -3.059226 -3.739663 0.00 -0.01 0.00 0.010
H 1.790038 1.062175 -3.579867 -0.01 -0.01 -0.01 -0.005
H 0.466029 0.811404 -4.719803 -0.01 0.01 -0.01 0.013
H 2.142506 0.636551 -5.271017 0.00 -0.01 -0.01 0.030
H 0.713802 -3.292620 -5.459449 0.00 -0.02 0.00 0.004
H 1.547071 -2.023501 -6.371232 0.01 0.00 0.00 0.022
H -0.148296 -1.819438 -5.913858 -0.02 0.01 0.00 0.008
```
Positions in Å, forces in eV/Å.


# 3
# CH5N2O2

CH5N2O2 as an isolated structure (ωB97M-V with the def2-TZVPD basis set, the OMol25 dataset).

The LUMO energy is 0.1777 hartree. As for the charge: -1. Its spin multiplicity is 1. As for the molar mass: 77.06 g/mol. The value obtained for the HOMO-LUMO gap is 7.08 eV. The calculation puts the energy above the lowest of the compared OMol25 structures with the same formula, charge and spin at 641.6 kJ/mol.

```
10
Properties=species:S:1:pos:R:3:forces:R:3:lowdin_charge:R:1
C -1.375193 0.393953 0.006675 0.32 -4.15 -0.04 -0.139
N 1.940705 0.133002 -0.224443 -0.03 -1.78 0.28 -0.148
N -0.338869 -0.364848 0.816552 -0.26 -0.12 0.01 -0.284
O 0.019654 -1.401600 0.170836 -0.35 -0.41 0.14 -0.322
O 1.082572 0.747009 0.651149 -0.35 0.51 -0.33 -0.358
H -1.379849 1.348288 0.388077 -0.38 2.34 0.56 0.009
H -1.022437 0.269456 -1.040518 -0.69 0.41 0.31 0.057
H -2.333113 -0.231545 0.242661 1.41 1.41 -0.74 0.087
H 1.453002 -0.004242 -1.135264 0.18 0.28 0.52 0.035
H 1.953527 -0.889470 0.124273 0.13 1.53 -0.72 0.063
```
Positions in Å, forces in eV/Å.


# 4
# C3H3OTl

C3H3OTl as an isolated structure (ωB97M-V with the def2-TZVPD basis set, the OMol25 dataset).

The LUMO energy (spin up / spin down) is -0.2300 / -0.2293 hartree. As for the charge: +1. Its spin multiplicity is 2. As for the molar mass: 259.44 g/mol. The value obtained for the HOMO-LUMO gap (spin up / spin down) is 5.35 / 9.01 eV. The calculation puts the energy above the lowest of the compared OMol25 structures with the same formula, charge and spin at 295.7 kJ/mol.

```
8
Properties=species:S:1:pos:R:3:forces:R:3:lowdin_spin:R:1
O -1.026172 2.507804 -1.328152 0.55 -0.53 0.97 0.320
C -0.516010 1.995642 -0.396638 -0.52 0.50 -0.87 0.502
H 0.135282 2.514472 0.356137 -0.05 0.08 -0.09 0.116
C -0.408311 -1.041088 0.115881 0.75 -1.32 0.38 0.019
C 0.773483 -1.514458 0.346915 -2.27 1.17 -0.50 0.034
H -0.893567 -1.197611 -0.857979 0.14 0.38 0.17 0.003
H -1.036184 -0.817337 0.993794 0.16 0.25 -0.29 0.004
Tl 2.971475 -2.447426 0.770039 1.23 -0.53 0.23 0.002
```
Positions in Å, forces in eV/Å.


# 5
# C11H18AgN4O4Se

C11H18AgN4O4Se as an isolated structure (ωB97M-V with the def2-TZVPD basis set, the OMol25 dataset).

The LUMO energy is 0.0976 hartree. As for the charge: -1. Its spin multiplicity is 1. As for the molar mass: 457.12 g/mol. The value obtained for the HOMO-LUMO gap is 6.87 eV. The calculation puts the energy above the lowest of the compared OMol25 structures with the same formula, charge and spin at 0.0 kJ/mol.

```
39
Properties=species:S:1:pos:R:3:forces:R:3:lowdin_charge:R:1
Ag 0.343027 1.337799 -0.366425 0.44 0.27 -0.24 0.737
C 1.025563 -1.439807 -2.156234 0.08 -0.16 -0.06 -0.249
C 2.389810 -0.827212 -1.854253 0.03 -0.03 -0.04 -0.229
N 2.456302 -0.223313 -0.537160 -0.16 0.03 0.19 -0.093
C 2.465797 -1.120292 0.613012 0.02 -0.07 -0.02 -0.157
C 1.250197 -0.969929 1.515990 0.08 -0.02 0.08 -0.267
C 1.372549 -0.967099 2.897618 -0.05 0.03 -0.03 -0.032
C 0.232837 -0.742980 3.654940 0.00 0.01 0.06 -0.060
C -0.970854 -0.497223 3.019634 0.07 0.00 -0.05 -0.019
C -1.007814 -0.513502 1.629668 0.06 -0.02 0.13 -0.244
C -2.276573 -0.142734 0.873674 -0.12 -0.10 -0.06 -0.157
N -2.052815 0.645629 -0.308254 0.21 0.08 0.17 -0.111
C -2.362710 0.097608 -1.596440 -0.12 0.03 0.00 -0.227
C -1.375123 -0.976208 -2.051518 -0.09 -0.10 -0.06 -0.237
N -0.031432 -0.462446 -2.231112 0.02 0.15 0.03 -0.098
N 0.079232 -0.797334 0.912736 -0.12 0.03 -0.07 0.118
H 0.769663 -2.128532 -1.346497 0.00 0.03 0.02 0.100
H 1.123387 -2.058218 -3.065596 -0.01 0.04 0.00 0.113
H 2.610204 -0.045564 -2.585486 -0.02 0.00 0.00 0.118
H 3.146967 -1.618260 -1.989024 -0.01 0.01 0.02 0.107
H 3.166999 0.487607 -0.475468 0.01 -0.01 0.02 0.112
H 3.357878 -0.951020 1.221880 0.00 0.00 -0.01 0.114
H 2.525557 -2.160778 0.268197 -0.03 0.02 -0.03 0.120
H 2.339941 -1.084170 3.368638 0.02 -0.01 -0.01 0.104
H 0.297952 -0.699774 4.735117 0.00 -0.01 0.00 0.103
H -1.855510 -0.235553 3.584308 -0.02 0.00 -0.01 0.110
H -2.922283 0.394728 1.575256 0.00 0.01 -0.01 0.122
H -2.804195 -1.072123 0.613707 0.02 0.01 -0.01 0.121
H -2.169773 1.668173 -0.176720 -0.13 0.02 0.00 0.047
H -2.359696 0.924410 -2.311671 0.02 0.01 0.01 0.124
H -3.371899 -0.351408 -1.636459 0.02 0.00 0.01 0.108
H -1.776395 -1.467015 -2.954548 0.05 0.03 -0.01 0.110
H -1.321585 -1.749384 -1.279761 0.01 0.04 0.04 0.100
H 0.048702 0.144572 -3.036797 -0.02 -0.05 -0.02 0.122
O 0.302718 3.587366 -1.105102 -0.03 -0.17 -0.09 -0.613
Se -0.480251 3.974887 0.314450 -0.06 0.00 0.11 0.671
O -0.472392 5.572803 0.590977 -0.01 -0.13 0.01 -0.532
O 0.324925 3.098360 1.472711 -0.14 -0.07 -0.08 -0.596
O -2.018907 3.367935 0.202008 -0.01 0.11 0.03 -0.560
```
Positions in Å, forces in eV/Å.